# 1
The molecule C3H3N3S2 in a non-equilibrium geometry, computed with ωB97M-V/def2-TZVPD.

Geometry as XYZ:
```
11
Properties=species:S:1:pos:R:3:lowdin_charge:R:1
C -0.3020 1.1455 0.0193 -0.07
C 0.6390 0.1010 -0.1752 -0.11
C -2.0174 -0.4008 0.0779 -0.91
N -1.5365 0.8140 0.1762 0.05
N -1.0987 -1.4673 -0.0687 0.02
N 0.2467 -1.1902 -0.0400 -0.62
S 1.3889 -2.3774 0.0553 0.63
S -3.6325 -0.7751 -0.0574 0.62
H 0.0475 2.2233 -0.0452 0.15
H 1.6527 0.1246 -0.2844 0.06
H -1.2396 -2.4368 0.4321 0.18
```

Output
E in eV: -29297.2608
Largest force on an atom in eV/A: 3.260
Kohn-Sham gap (spin up / spin down) in eV: 6.694 / 6.693
Spin multiplicity: 1
Net charge: 0
Relative energy (zero: lowest compared OMol25 entry of this formula, charge and spin) in kcal/mol: 57.6

***

# 2
The molecule C3H3N5 in a non-equilibrium geometry, computed with ωB97M-V/def2-TZVPD.

Geometry as XYZ:
```
11
Properties=species:S:1:pos:R:3:lowdin_charge:R:1
N 1.7709 -0.2751 1.0219 0.21
C 1.0002 -0.1487 -0.0023 -0.62
N 0.2138 -1.0769 -0.8921 0.09
N -0.9447 -1.4508 -0.4068 0.07
C -1.4502 -0.3949 0.6314 -0.06
C -1.1977 1.0051 0.3388 -0.14
N -0.1725 1.4983 -0.4481 0.05
N 0.9316 0.9071 -0.6450 0.10
H 1.7140 -1.1410 1.5270 0.05
H -2.4461 -0.5029 1.2209 0.11
H -1.9763 1.6564 1.0353 0.16
```

Output
E in eV: -10602.9327
Largest force on an atom in eV/A: 9.750
Kohn-Sham gap in eV: 8.625
Spin multiplicity: 1
Net charge: 0
Relative energy (zero: lowest compared OMol25 entry of this formula, charge and spin) in kcal/mol: 136.9
Structure (SMILES): N=c1nnccnn1

***

# 3
A cluster of 2 separate species, C3H3NO in total in a non-equilibrium geometry, computed with ωB97M-V/def2-TZVPD.

Geometry as XYZ:
```
8
Properties=species:S:1:pos:R:3:lowdin_charge:R:1
C -1.1570 0.8946 -0.2359 0.00
C 0.2033 1.0152 -0.3040 0.01
C -0.3947 -0.2632 -0.3642 -0.05
N -0.6754 -2.0165 0.6886 -0.06
O 0.4953 -2.3287 1.1746 -0.15
H -2.0715 1.4246 -0.1980 0.09
H 1.0962 1.6347 -0.3650 0.10
H 0.5141 -3.2351 0.8754 0.07
```

Output
E in eV: -6688.2752
Largest force on an atom in eV/A: 3.034
Kohn-Sham gap (spin up / spin down) in eV: 8.313 / 7.896
Spin multiplicity: 1
Net charge: 0
Relative energy (zero: lowest compared OMol25 entry of this formula, charge and spin) in kcal/mol: 189.5

***

# 4
A cluster of 2 separate species, C3H3NO in total in a non-equilibrium geometry, computed with ωB97M-V/def2-TZVPD.

Geometry as XYZ:
```
8
Properties=species:S:1:pos:R:3:lowdin_charge:R:1
C -1.1250 0.2420 -0.0220 -0.13
C 1.7295 -0.3201 -0.3768 -0.12
C -0.1008 -0.5863 0.5244 -0.18
N -1.2802 -0.9892 -0.2601 0.12
O 2.6950 -0.0171 0.2194 0.05
H -1.5114 1.2213 -0.1954 0.10
H 1.5994 -0.6010 -1.4328 0.09
H 0.0592 -0.7505 1.5759 0.08
```

Output
E in eV: -6692.6442
Largest force on an atom in eV/A: 4.394
Kohn-Sham gap in eV: 9.245
Spin multiplicity: 1
Net charge: 0
Relative energy (zero: lowest compared OMol25 entry of this formula, charge and spin) in kcal/mol: 88.7

***

# 5
The molecule C3H3NO in a non-equilibrium geometry, computed with ωB97M-V/def2-TZVPD.

Geometry as XYZ:
```
8
Properties=species:S:1:pos:R:3:lowdin_charge:R:1
C 1.4255 -0.9160 -0.0080 0.01
C 0.3716 0.2042 0.0619 -0.50
O 0.6532 1.3417 -0.0122 0.16
C -0.9765 -0.1446 0.0193 -0.14
N -2.1237 -0.2958 -0.0242 0.20
H 1.9596 -0.6792 -0.9767 0.12
H 1.8551 -1.0267 0.9818 0.09
H 0.9022 -1.8192 -0.1770 0.05
```

Output
E in eV: -6695.7077
Largest force on an atom in eV/A: 4.520
Kohn-Sham gap in eV: 10.661
Spin multiplicity: 1
Net charge: 0
Relative energy (zero: lowest compared OMol25 entry of this formula, charge and spin) in kcal/mol: 18.1
Structure (SMILES): CC(=O)C#N

***

# 6
The molecule C3H3NO in a non-equilibrium geometry, computed with ωB97M-V/def2-TZVPD.

Geometry as XYZ:
```
8
Properties=species:S:1:pos:R:3:lowdin_charge:R:1
C -0.8812 1.1413 0.3868 -0.14
C 1.3492 -0.2638 -0.0641 -0.21
C -0.1126 0.2239 -0.4140 -0.20
N 2.0579 0.6766 0.3851 0.17
O -0.0390 1.6647 -0.3721 0.01
H -1.1962 1.3467 1.4344 0.12
H 1.7050 -1.2787 -0.4613 0.12
H -0.6535 -0.0524 -1.2855 0.11
```

Output
E in eV: -6690.9443
Largest force on an atom in eV/A: 5.695
Kohn-Sham gap (spin up / spin down) in eV: 10.565 / 7.149
Spin multiplicity: 1
Net charge: 0
Relative energy (zero: lowest compared OMol25 entry of this formula, charge and spin) in kcal/mol: 127.9